[1]
Molecular formula: C30H41Br4F5N8O5V
Method: DFT, ωB97M-V/def2-TZVPD

Output
Highest occupied orbital energy (alpha / beta) = -9.327 / -9.330 eV
Kohn-Sham gap (alpha / beta) = 6.823 / 6.831 eV

Structure (ORCA input):
```
! wB97M-V def2-TZVPD RIJCOSX def2/J DEFGRID3
* xyz 1 3
V 0.46881 0.45638 -0.13867
Br -2.85938 6.51084 0.89551
C -1.55765 5.19889 0.51796
C -0.28255 5.57805 0.11794
Br 0.19421 7.39444 -0.02736
C 0.65816 4.58835 -0.19958
Br 2.41774 4.99033 -0.76082
C 0.32754 3.24867 -0.12257
O 1.14082 2.26142 -0.44505
C -0.96097 2.84463 0.32130
O -1.15529 1.54057 0.38155
C -1.88066 3.83321 0.62069
Br -3.62580 3.30138 1.14642
N 0.75938 0.45171 2.04493
C -0.01158 -0.76342 2.39421
C 0.09689 -1.27718 3.81575
C -0.88358 -0.56221 4.74609
C -2.30115 -1.11463 4.71207
N -2.88866 -0.96275 3.38091
C -3.26996 0.21819 2.88467
N -3.58435 0.34629 1.60220
N -3.31429 1.29685 3.67342
C 0.49450 -1.77453 1.35019
O 1.13209 -2.75536 1.63993
O 0.22082 -1.35403 0.13689
H 1.72591 0.33667 2.34528
H 0.38680 1.28657 2.49040
H -1.04613 -0.53594 2.12489
H 1.11519 -1.15802 4.19407
H -0.08656 -2.35385 3.78421
H -0.94040 0.49657 4.47229
H -0.52093 -0.60228 5.77445
H -2.92250 -0.61333 5.45718
H -2.32954 -2.17584 4.95889
H -2.77508 -1.71953 2.72006
H -3.38348 -0.39160 0.93798
H -3.70927 1.26839 1.20994
H -3.22289 1.22261 4.66966
H -3.58335 2.18805 3.28856
C -1.55936 1.31716 -4.03309
C -1.23721 1.15962 -2.53827
N 0.04439 0.43836 -2.36214
C 1.07264 1.09691 -3.17731
C 0.75624 0.88784 -4.67402
N -0.65244 0.39206 -4.78189
C -0.76187 -0.98695 -4.20215
C -0.10180 -0.95857 -2.81878
H -1.37475 2.32289 -4.41030
H -2.58818 1.03569 -4.25388
H -2.00889 0.58207 -2.02209
H -1.15424 2.13972 -2.07327
H 2.04538 0.67257 -2.93288
H 1.09994 2.15232 -2.91106
H 1.39841 0.14216 -5.14132
H 0.82801 1.81494 -5.24113
H -0.92814 0.36911 -5.76223
H -0.27430 -1.67974 -4.88661
H -1.82283 -1.22774 -4.13611
H 0.89079 -1.40811 -2.84126
H -0.72863 -1.49116 -2.10198
F -6.84102 -4.29033 -0.11741
C -5.75372 -3.54581 -0.36922
C -4.65561 -3.58147 0.46842
F -4.66674 -4.35735 1.56488
C -3.54456 -2.79674 0.20344
F -2.50009 -2.86379 1.09147
C -3.44499 -1.90500 -0.89144
O -2.44475 -1.15587 -1.11707
C -4.59777 -1.92705 -1.72396
F -4.58817 -1.13421 -2.82577
C -5.70636 -2.70657 -1.47959
F -6.75376 -2.66407 -2.31252
C 4.89206 0.89342 1.65934
C 5.18358 0.76842 0.16506
N 4.74517 -0.50379 -0.40603
C 5.79238 -1.48564 -0.68602
C 6.35712 -2.13593 0.56861
C 3.43318 -0.76701 -0.56913
C 3.02134 -2.14786 -0.98609
N 2.51710 0.14152 -0.40012
H 4.94088 1.93479 1.97224
H 5.60668 0.32395 2.25016
H 3.89854 0.50899 1.88714
H 6.25576 0.83861 -0.01308
H 4.73117 1.59747 -0.38732
H 6.58462 -0.96703 -1.23028
H 5.39908 -2.24298 -1.35665
H 6.86103 -1.40662 1.20151
H 7.08529 -2.89814 0.29636
H 5.56619 -2.60735 1.15200
H 3.50593 -2.90596 -0.37472
H 3.29075 -2.32581 -2.02890
H 1.94725 -2.25201 -0.86117
H 2.89644 1.05153 -0.15876
*
```

[2]
Molecular formula: C4H8O2
Method: DFT, ωB97M-V/def2-TZVPD

Output
Highest occupied orbital energy = -8.821 eV
Kohn-Sham gap = 9.808 eV
SMILES = C=CO.CC=O
Energy relative to the best compared isomer or geometry (same formula, charge and spin) = 191.0 kJ/mol

Structure (ORCA input):
```
! wB97M-V def2-TZVPD RIJCOSX def2/J DEFGRID3
* xyz 0 1
O 0.85743 1.03757 -0.14179
C 0.12312 1.90760 0.22156
C -0.02823 2.40075 1.62666
H -0.53587 2.40107 -0.52446
H -0.13978 3.48955 1.60068
H 0.85987 2.18798 2.22902
H -0.86821 1.86858 2.09203
C -0.91983 -1.99584 0.36279
C -0.62036 -1.85286 -0.92172
O 0.61026 -1.59352 -1.40574
H -1.90283 -2.19228 0.76373
H -0.10728 -1.93565 1.08684
H -1.35652 -1.91886 -1.70029
H 1.16384 -1.23957 -0.68439
*
```

[3]
Molecular formula: C3H5NO3
Method: DFT, ωB97M-V/def2-TZVPD

Output
Highest occupied orbital energy = -9.276 eV
Kohn-Sham gap = 8.590 eV
SMILES = C[C@@H]1C=[N+]([O-])OO1
Energy relative to the best compared isomer or geometry (same formula, charge and spin) = 802.7 kJ/mol

Structure (ORCA input):
```
! wB97M-V def2-TZVPD RIJCOSX def2/J DEFGRID3
* xyz 0 1
C 0.58118 -0.74830 -0.54145
C -0.41231 0.35892 -0.53547
C -1.41414 0.18765 0.60112
N 1.73332 -0.44720 -0.01666
O 2.70718 -1.15362 0.16756
O 0.38746 1.48149 -0.10372
O 1.81210 0.85569 0.41199
H 0.52342 -1.62896 -1.20314
H -0.89141 0.72278 -1.45115
H -0.98375 0.43183 1.62198
H -1.82386 -0.82376 0.63593
H -2.21919 0.76347 0.41301
*
```

[4]
Molecular formula: C8H10F3NO3PdS
Method: DFT, ωB97M-V/def2-TZVPD

Output
Highest occupied orbital energy (alpha / beta) = -8.592 / -9.186 eV
Kohn-Sham gap (alpha / beta) = 7.630 / 6.350 eV
Energy relative to the best compared isomer or geometry (same formula, charge and spin) = 0.0 kJ/mol

Structure (ORCA input):
```
! wB97M-V def2-TZVPD RIJCOSX def2/J DEFGRID3
* xyz 0 5
C -1.62653 -2.16950 0.41667
C -2.24147 -0.86749 0.44138
C -1.43580 -0.00848 1.22550
C -0.28659 -0.75949 1.68067
C -0.43820 -2.12264 1.21697
Pd -0.01207 -1.08212 -0.65753
N 3.01449 -1.77001 0.57538
C -1.08896 -0.53563 -2.00168
C -2.18356 0.38630 -2.38693
H -1.65905 1.01890 1.48702
H -3.19684 -0.60754 -0.01990
H 0.38382 -0.45701 2.47085
H 0.18438 -2.96896 1.49561
H -2.04483 -3.07250 -0.06567
H -3.21540 0.24321 -2.28863
H -0.17923 -0.34790 -2.77752
H 2.64911 -1.59672 -0.35441
H -2.02410 1.39192 -2.75879
H -1.36624 -1.64832 -2.06249
F 3.61291 2.52680 1.49024
C 2.37359 2.80583 1.02606
F 1.54095 2.92882 2.09336
F 2.40430 3.99579 0.38885
S 1.80543 1.38034 -0.04490
O 2.71926 1.27425 -1.15302
O 1.89431 0.30027 0.94863
O 0.41632 1.76189 -0.38572
*
```

[5]
Molecular formula: C84H172N8O15
Method: DFT, ωB97M-V/def2-TZVPD

Output
Highest occupied orbital energy = -10.899 eV
Kohn-Sham gap = 4.373 eV

Structure (ORCA input):
```
! wB97M-V def2-TZVPD RIJCOSX def2/J DEFGRID3
* xyz 2 1
C 0.20373 3.80302 -4.56064
C 1.56171 3.46595 -5.16567
C 2.34358 2.52325 -4.24416
N 3.64347 2.03812 -4.90364
C 4.22329 0.88688 -4.08433
C 4.92597 1.37900 -2.75421
C 6.04801 2.45006 -3.09948
C 5.36603 3.63575 -3.80154
C 4.70001 3.18213 -5.11310
C 3.28062 1.50949 -6.27561
H -0.26605 2.92581 -4.10084
H -0.51575 4.15731 -5.28067
H 0.28778 4.55429 -3.76349
H 2.05060 4.41638 -5.43465
H 1.39414 2.93653 -6.10579
H 1.76017 1.61554 -3.97309
H 2.65008 2.99432 -3.33150
H 3.39243 0.21552 -3.88810
H 4.95245 0.37020 -4.71932
H 4.22959 1.83133 -2.03498
H 5.40239 0.57300 -2.16120
H 6.54508 2.76847 -2.19059
H 6.74735 1.95246 -3.77675
H 4.69315 4.22668 -3.13696
H 6.04120 4.45481 -4.12084
H 4.03503 3.91710 -5.55969
H 5.51586 2.80210 -5.75092
H 2.97121 2.32807 -6.88433
H 2.46435 0.82908 -6.16703
H 4.13185 1.00370 -6.71672
C 7.75553 -0.64951 4.53027
C 7.15999 -2.01455 4.00311
C 5.70638 -1.87865 3.60910
N 5.06307 -3.19879 3.24023
C 3.64946 -2.92794 2.54549
C 3.10298 -4.17603 1.89975
C 4.10749 -4.60771 0.81525
C 5.41640 -5.10881 1.44700
C 6.00969 -3.90490 2.23898
C 4.90491 -4.10034 4.42041
H 8.72066 -0.80171 4.89908
H 7.12706 -0.05747 5.23660
H 7.87502 -0.03295 3.67718
H 7.16418 -2.81744 4.78163
H 7.76325 -2.23151 3.15769
H 5.55965 -1.17901 2.84711
H 5.18066 -1.53305 4.48084
H 3.87393 -2.13442 1.81772
H 3.02487 -2.57256 3.35984
H 2.08541 -4.07289 1.46644
H 3.04278 -5.00245 2.63304
H 4.33739 -3.83572 0.08420
H 3.64066 -5.41299 0.29758
H 6.19471 -5.38767 0.76088
H 5.15707 -5.89313 2.13644
H 6.29972 -3.07924 1.56308
H 6.84392 -4.19088 2.89714
H 4.67522 -5.07078 4.02540
H 4.18183 -3.65794 5.10058
H 5.84901 -4.13111 4.97175
C -5.00795 -0.74893 2.95983
C -4.52516 0.63651 2.46875
C -3.91209 1.32308 3.66454
N -3.84465 2.87754 3.65193
C -5.18999 3.51173 3.27376
C -5.17892 4.99518 3.54560
C -4.76296 5.35065 4.97471
C -3.37187 4.75937 5.25133
C -3.41945 3.27775 5.08986
C -2.79087 3.19679 2.65319
H -4.23437 -1.25763 3.56063
H -5.37968 -1.39817 2.18461
H -5.84269 -0.70436 3.68585
H -5.44917 1.12118 2.06165
H -3.84607 0.55843 1.65841
H -2.84353 1.01081 3.79410
H -4.42753 1.03283 4.57012
H -5.95399 2.91110 3.75137
H -5.31415 3.33673 2.18755
H -6.10160 5.47058 3.16904
H -4.45889 5.48753 2.92326
H -5.50376 4.95082 5.72197
H -4.75261 6.40072 5.07581
H -2.99446 5.02766 6.27415
H -2.66485 5.20149 4.52135
H -4.11250 2.79012 5.77049
H -2.45939 2.76218 5.19877
H -1.92262 2.77350 3.08931
H -2.77448 4.25611 2.44070
H -3.08572 2.65297 1.76375
C -4.01184 0.27976 -3.47217
C -4.01083 -0.89329 -4.52060
C -3.17774 -1.95482 -3.87765
N -3.01640 -3.36722 -4.50349
C -1.79955 -3.94586 -3.84622
C -1.31588 -5.27412 -4.45101
C -1.03408 -5.06598 -5.95467
C -2.28298 -4.60090 -6.66723
C -2.80211 -3.31382 -6.06306
C -4.26928 -4.18105 -4.21409
H -4.51153 1.12329 -3.93026
H -3.00509 0.43614 -3.23198
H -4.61634 0.00673 -2.63320
H -3.63673 -0.52653 -5.45648
H -5.05620 -1.22127 -4.64354
H -3.49061 -2.11163 -2.83840
H -2.17652 -1.60555 -3.83005
H -0.99139 -3.22417 -3.87773
H -2.12289 -4.23136 -2.86190
H -0.45396 -5.66468 -3.92238
H -2.07463 -6.04611 -4.29082
H -0.25494 -4.35575 -6.15543
H -0.72367 -6.05028 -6.34124
H -2.19548 -4.42996 -7.73023
H -2.99633 -5.43742 -6.68107
H -2.06269 -2.52644 -6.25694
H -3.68497 -3.04050 -6.64197
H -5.16610 -3.60051 -4.54122
H -4.32014 -4.46663 -3.15094
H -4.20292 -5.10532 -4.77584
C -6.15409 -8.56689 -0.30572
C -5.51093 -7.29439 0.18452
C -4.38254 -7.63891 1.13934
N -3.63213 -6.38210 1.60247
C -2.58616 -6.85325 2.56096
C -1.89496 -5.74366 3.29904
C -2.82338 -4.73918 3.98505
C -3.93404 -4.23502 3.03806
C -4.63174 -5.39402 2.30786
C -2.91724 -5.73177 0.47940
H -6.64573 -8.41260 -1.28701
H -6.92479 -8.94431 0.37891
H -5.39686 -9.36373 -0.45819
H -6.22190 -6.65702 0.67005
H -5.12933 -6.71865 -0.64707
H -3.70980 -8.32421 0.61928
H -4.68233 -8.24382 2.01600
H -3.11658 -7.55239 3.26816
H -1.91765 -7.36311 1.87902
H -1.23487 -6.20127 4.10100
H -1.15284 -5.28941 2.64916
H -3.30998 -5.19988 4.85213
H -2.26233 -3.85390 4.35532
H -4.58414 -3.76634 3.75276
H -3.56972 -3.47830 2.33057
H -5.18861 -6.05697 2.97148
H -5.29543 -5.06816 1.54700
H -3.56981 -5.04072 -0.07338
H -2.65671 -6.40903 -0.27098
H -2.08376 -5.18388 0.89685
C -1.55095 6.96294 0.08818
C -2.46423 6.56259 -0.98416
C -1.63938 6.38937 -2.32727
C -2.33530 5.80143 -3.48760
C -2.68092 4.40196 -3.03922
C -3.75772 4.49244 -1.83494
N -3.13928 5.26154 -0.76115
O -2.85695 4.59556 0.30091
C -4.17560 3.15913 -1.25168
C -5.05261 5.13964 -2.33325
C -3.54853 7.55281 -1.09369
H -2.00136 7.23553 1.02565
H -1.06034 7.85330 -0.23100
H -0.74560 6.28464 0.31811
H -0.82092 5.75450 -2.10158
H -1.29251 7.42804 -2.59715
H -1.69239 5.84730 -4.32593
H -3.22673 6.37733 -3.74864
H -1.84244 3.75233 -2.82301
H -3.39647 3.87939 -3.70711
H -4.77077 2.59812 -1.99082
H -4.80453 3.31603 -0.39042
H -3.33103 2.52897 -0.95595
H -5.65285 4.37666 -2.82185
H -4.88952 5.98352 -2.99790
H -5.66548 5.49353 -1.48050
H -3.99235 7.57718 -2.06438
H -3.19615 8.53067 -0.83839
H -4.35193 7.31629 -0.40300
C 6.11453 3.88445 1.51643
C 4.90000 4.18275 2.43012
C 3.58920 3.86846 1.73149
C 2.40133 3.79148 2.64070
C 2.67526 2.58088 3.54194
C 3.83151 2.84632 4.51271
N 4.96182 3.32810 3.62166
O 6.10671 2.78787 3.85442
C 4.19936 1.61312 5.26906
C 3.68343 3.99530 5.54401
C 4.85382 5.53951 3.05317
H 5.73359 4.13533 0.51464
H 6.25396 2.80575 1.34043
H 7.03600 4.32223 1.84701
H 3.67708 2.85442 1.25611
H 3.55970 4.65332 0.94958
H 1.49404 3.59965 2.05478
H 2.21284 4.78472 3.06718
H 2.89990 1.79863 2.82990
H 1.81244 2.29114 4.12982
H 3.38424 1.39293 6.00346
H 5.09052 1.78521 5.82828
H 4.24942 0.69548 4.65971
H 3.33374 3.63728 6.54764
H 3.05630 4.81392 5.24589
H 4.65394 4.46977 5.76779
H 5.82097 5.70719 3.49874
H 4.04626 5.64140 3.76406
H 4.84338 6.27835 2.29643
C 1.85361 -1.57443 -1.04322
C 1.30992 -0.34319 -0.14961
C 0.72692 0.69904 -1.05652
C -0.77401 0.82049 -1.15631
C -1.40473 0.48648 0.15815
C -1.11246 -0.93342 0.59313
N 0.40693 -1.05324 0.82438
O 0.70539 -1.62447 1.68528
C -1.46588 -1.89964 -0.47609
C -1.89055 -1.38273 1.84151
C 2.50874 0.18584 0.63690
H 1.24260 -1.84570 -1.88587
H 2.01409 -2.47000 -0.42746
H 2.84391 -1.28144 -1.37905
H 1.18892 0.52142 -2.00148
H 1.04514 1.71442 -0.73555
H -1.15938 0.11025 -1.93224
H -0.89946 1.84377 -1.51342
H -2.53446 0.53270 0.16030
H -0.95193 1.16763 0.94239
H -1.26952 -2.90117 -0.02169
H -0.88452 -1.75550 -1.40522
H -2.49045 -1.76038 -0.71906
H -1.61483 -2.40855 2.00588
H -2.97905 -1.21568 1.67775
H -1.56151 -0.72793 2.64495
H 3.17663 -0.64572 0.74480
H 2.12372 0.64575 1.52489
H 3.08327 0.81349 -0.10085
C 7.50374 -0.29738 -0.19207
C 6.04827 -0.33896 0.43960
O 5.30535 -1.26218 0.07312
O 5.82167 0.51235 1.27916
H 7.87065 0.74011 -0.27864
H 7.34812 -0.69188 -1.23447
H 8.28947 -0.85811 0.31729
C -0.39466 -0.12123 5.93079
C -0.19538 0.55169 4.56904
O -0.94462 1.55721 4.30105
O 0.83026 0.22122 3.90702
H 0.34254 -0.92085 6.12456
H -1.42986 -0.46346 5.80407
H -0.36177 0.56331 6.74399
C 1.35252 -5.58018 -1.82059
C 0.09929 -5.11586 -1.04335
O -1.00155 -5.47027 -1.46697
O 0.22739 -4.47561 0.07773
H 1.08233 -6.32599 -2.54473
H 2.04053 -6.04195 -1.11666
H 1.97568 -4.83550 -2.33776
C 1.98970 5.88102 -1.66220
C 1.31805 4.60028 -1.25244
O 0.08322 4.56996 -0.88332
O 2.05106 3.61252 -1.37460
H 1.72511 6.74315 -1.03678
H 1.68061 6.04980 -2.67902
H 3.08044 5.79492 -1.61509
C -6.59603 -2.24525 -1.36015
C -5.43072 -2.36309 -0.46317
O -4.88227 -1.29774 -0.04192
O -5.08199 -3.53010 -0.07392
H -6.94643 -3.17522 -1.67001
H -6.27864 -1.65513 -2.21949
H -7.36966 -1.73543 -0.85387
C 1.76950 -2.23510 -5.43693
C 0.71662 -1.15246 -5.28146
O -0.41638 -1.47252 -5.65811
O 1.10452 -0.07503 -4.80383
H 2.23872 -2.43410 -4.45410
H 2.61439 -1.82289 -6.01848
H 1.50068 -3.20622 -5.85004
*
```